Record 1
C20H18Co2NO7 as an isolated structure. Source: OMol25; level of theory: the ωB97M-V functional and the def2-TZVPD basis.

Each line ends with the Mulliken charge.
Geometry (Å):
C: 0.1761 -0.1460 2.9493  -1.33
N: 1.1821 0.1147 1.9473  0.83
C: 1.8950 -1.0733 1.4568  -0.36
C: 3.2713 -1.1888 2.1043  -0.70
O: 3.9870 0.0463 2.0738  -0.40
C: 3.3222 1.0916 2.7803  -0.75
C: 1.9423 1.3454 2.1889  -0.68
H: -0.3420 0.7936 3.1838  0.33
H: -0.5865 -0.8410 2.5646  0.33
H: 0.6139 -0.5669 3.8757  0.32
H: 1.2894 -1.9618 1.6918  0.44
H: 1.9781 -1.0079 0.3580  -0.13
H: 3.1161 -1.5366 3.1459  0.33
H: 3.9155 -1.8961 1.5594  0.36
H: 3.2032 0.8567 3.8580  0.34
H: 3.9617 1.9810 2.6481  0.35
H: 2.0796 1.8842 1.2391  0.36
H: 1.3432 1.9750 2.8584  0.44
O: -0.6057 0.4336 -5.8440  -0.46
C: -0.4308 0.2708 -4.7055  0.03
Co: -0.4516 0.8126 -2.9318  0.08
C: -0.4093 2.5264 -3.3585  0.07
O: -0.3564 3.6497 -3.6254  -0.44
C: -2.1808 0.6293 -2.6633  0.16
O: -3.3368 0.5867 -2.6493  -0.41
C: 0.9306 0.0162 -2.0812  -1.06
C: 0.0540 0.5667 -1.2022  0.80
C: -0.3418 0.9373 0.0373  -0.44
C: -1.6887 0.6847 0.5155  0.71
C: -2.3282 1.6410 1.3508  -0.41
C: -3.6055 1.3928 1.8465  -0.57
C: -4.2482 0.1778 1.5411  -0.55
C: -3.6318 -0.7519 0.6914  -0.65
C: -2.3789 -0.4829 0.1424  -0.27
Co: 0.4387 -1.4377 -3.4052  0.06
C: 1.1070 -2.2233 -4.8250  0.31
O: 1.6227 -2.7202 -5.7328  -0.44
C: -1.1408 -2.2042 -3.1188  0.02
O: -2.1596 -2.6968 -2.8821  -0.37
C: 1.4568 -2.4048 -2.3884  0.33
O: 2.2016 -2.9715 -1.7076  -0.40
H: 2.0014 0.2592 -2.0690  0.84
H: 0.2475 1.6703 0.5834  0.18
H: -1.7885 2.5651 1.6055  0.36
H: -4.0961 2.1394 2.4851  0.35
H: -5.2481 -0.0224 1.9398  0.32
H: -4.1224 -1.6987 0.4536  0.39
H: -1.8580 -1.2153 -0.4855  0.33

Atomic forces in eV per Å
C 0.0 -0.2 0.1
N 0.6 -0.3 1.1
C 0.0 0.9 -0.2
C 0.0 -0.2 0.0
O -0.3 0.0 0.4
C -0.1 0.0 -0.1
C 0.1 -0.7 -0.5
H 0.1 -0.3 0.0
H 0.3 0.2 0.1
H -0.3 0.1 0.1
H 0.2 0.3 -0.1
H 0.1 0.0 0.3
H 0.4 0.2 -0.2
H -0.3 0.1 0.3
H 0.3 -0.1 -0.3
H -0.2 -0.3 0.3
H 0.0 -0.1 0.0
H 0.2 0.0 -0.2
O 0.1 -0.6 0.8
C 0.3 0.5 -0.4
Co -3.2 0.2 -3.2
C 1.1 1.1 0.2
O -0.4 -1.2 0.2
C -2.6 0.3 -0.5
O 1.7 -0.1 0.2
C 3.9 0.6 0.0
C -0.4 -1.1 1.5
C -1.1 0.8 -0.3
C -0.2 1.6 -0.6
C -0.2 -0.6 0.2
C 0.2 -0.2 0.0
C -0.1 0.1 -0.1
C 0.0 0.3 0.0
C 0.1 -0.1 0.7
Co -0.1 -1.5 0.8
C 1.1 0.8 -1.9
O -0.7 0.0 0.9
C -2.1 -0.4 0.8
O 1.2 0.4 -0.4
C 1.1 0.5 1.2
O -0.8 0.1 -0.7
H -0.2 0.0 -0.3
H 0.2 -0.8 0.2
H -0.3 -0.4 -0.1
H 0.1 -0.4 -0.3
H 0.4 0.0 -0.1
H 0.0 0.3 0.1
H -0.3 0.3 0.2

2S+1	1
charge	-1
frontier orbital gap	5.73	eV
HOMO energy	-0.107	hartree
lowest unoccupied orbital energy	0.10400	Eh


Record 2
C17H32Cl2O2P2Pd as an isolated structure. Source: OMol25; level of theory: the ωB97M-V functional and the def2-TZVPD basis.

Each line ends with the Löwdin spin population.
Geometry (Å):
P: 0.1563 -1.6409 -2.6949  0.36
P: 0.2321 1.4640 -2.5806  0.26
C: -0.1787 -0.7255 -4.2895  0.03
C: 0.4703 0.6624 -4.2605  0.01
H: -1.2748 -0.6371 -4.3934  0.00
H: 0.2223 -1.3371 -5.1201  0.01
H: 1.5582 0.5827 -4.4368  0.00
H: 0.0230 1.3254 -5.0258  0.01
C: -1.4268 2.1781 -2.9725  0.03
H: -1.6873 2.9161 -2.2066  0.00
H: -2.1862 1.3883 -2.9622  0.00
H: -1.4091 2.6581 -3.9584  0.01
C: 1.3089 2.9002 -2.9654  0.05
H: 0.9793 3.3933 -3.8916  0.01
H: 2.3422 2.5445 -3.0846  0.00
H: 1.2789 3.6104 -2.1292  0.00
C: -0.9142 -3.0680 -3.0958  0.07
H: -0.8075 -3.8300 -2.3145  0.00
H: -0.6375 -3.4834 -4.0743  0.02
H: -1.9585 -2.7283 -3.1165  0.00
C: 1.8075 -2.2855 -3.1974  0.04
H: 2.5515 -1.4820 -3.1741  0.00
H: 1.7480 -2.7047 -4.2091  0.01
H: 2.1202 -3.0635 -2.4931  0.00
Pd: 0.1689 -0.2214 3.1037  1.03
C: 0.7978 1.2827 1.6279  0.07
C: -0.5915 1.1965 1.5536  0.07
C: -1.4320 0.4687 0.5491  0.01
C: -1.8196 -0.9865 0.9233  0.01
C: -0.7547 -1.7091 1.6841  0.07
C: 0.6163 -1.6329 1.4400  0.10
C: 1.2926 -0.8578 0.3489  0.03
C: 1.7782 0.5498 0.7626  0.02
C: 0.2553 -1.8333 4.3161  0.54
H: 1.2015 2.1087 2.2252  0.00
H: -1.1499 1.9179 2.1574  0.00
H: -0.9778 0.4973 -0.4558  0.01
H: -2.3859 1.0189 0.4859  0.00
H: -2.7060 -0.9522 1.5758  0.00
H: -2.1100 -1.5426 0.0166  0.00
H: -1.1036 -2.4520 2.4048  0.00
H: 1.2569 -2.3096 2.0070  0.01
H: 0.6276 -0.7717 -0.5295  0.02
H: 2.1749 -1.4354 0.0334  0.00
H: 2.6941 0.4295 1.3627  0.00
H: 2.0457 1.1209 -0.1427  0.01
H: 1.0912 -1.5673 4.9803  0.05
H: 0.4063 -2.7778 3.7695  0.02
H: -0.7130 -1.8001 4.8437  0.04
Cl: -0.8474 1.0045 7.7078  0.03
C: -0.8655 2.2626 6.4673  0.05
Cl: 0.3255 3.5474 6.6846  0.06
C: -0.6289 1.5463 5.0891  0.06
O: -1.6667 1.3625 4.4057  0.60
O: 0.5674 1.1934 4.7946  0.16
H: -1.8656 2.7042 6.4540  0.00

Atomic forces in eV per Å
P 0.2 -0.3 -3.4
P -0.3 0.5 -3.0
C -0.3 0.9 0.3
C 0.2 -0.7 0.3
H 0.4 -0.1 -0.1
H -0.3 0.1 0.4
H -0.4 0.1 0.0
H 0.4 -0.2 0.4
C -0.2 -0.1 1.0
H -0.1 -0.1 -0.2
H 0.1 0.2 0.0
H 0.1 -0.1 0.3
C 0.4 0.2 1.0
H 0.0 -0.2 0.3
H -0.3 0.2 0.0
H 0.1 0.0 -0.3
C -0.4 -0.2 1.2
H -0.1 0.0 -0.3
H 0.1 0.2 0.3
H 0.2 -0.2 0.0
C 0.3 0.1 1.1
H -0.1 -0.2 0.0
H -0.2 0.1 0.3
H 0.1 0.1 -0.2
Pd -0.1 2.6 1.1
C -0.7 0.7 -0.6
C 0.5 0.8 0.1
C -0.8 -0.2 -0.6
C -0.2 0.4 0.2
C 1.5 -0.9 -1.0
C -1.4 -1.0 -0.4
C 0.1 0.1 -0.5
C 0.2 -0.5 0.1
C 0.2 -3.1 2.2
H -0.1 -0.4 0.0
H 0.3 -0.2 -0.2
H -0.1 0.0 0.5
H 0.4 -0.1 -0.2
H 0.2 0.0 -0.3
H 0.1 0.1 0.3
H 0.1 0.2 -0.3
H -0.1 0.1 -0.2
H 0.3 0.0 0.6
H -0.3 0.2 0.0
H -0.1 0.2 -0.3
H 0.0 0.0 0.3
H 0.0 0.0 -0.4
H 0.0 0.4 0.6
H 0.1 0.1 -0.4
Cl 0.2 0.2 -0.3
C -0.7 0.3 0.0
Cl -0.3 -0.6 -0.2
C 2.9 -0.1 0.5
O 0.5 -0.3 0.0
O -2.9 0.9 0.2
H 0.3 0.0 0.1

2S+1	5
charge	+2
frontier orbital gap (spin up / spin down)	6.98 / 5.39	eV
HOMO energy (spin up / spin down)	-0.460 / -0.563	hartree
lowest unoccupied orbital energy (spin up / spin down)	-0.20390 / -0.36485	Eh


Record 3
One molecule with the formula C3H2F4. Source: OMol25; level of theory: the ωB97M-V functional and the def2-TZVPD basis.

Each line ends with the Mulliken charge.
Geometry (Å):
C: -0.3600 -0.9167 -1.0957  -0.74
C: -0.0724 0.3167 -0.5782  0.29
F: -0.0193 1.2901 -1.4358  -0.24
C: 0.2970 0.5152 1.0530  0.80
F: -0.2147 -0.5914 1.5548  -0.25
F: -0.2745 1.5643 1.6289  -0.23
F: 1.5791 0.5608 1.3637  -0.23
H: -0.5074 -0.9696 -2.1126  0.35
H: -0.4278 -1.7694 -0.3781  0.24

Atomic forces in eV per Å
C 0.8 1.6 4.7
C 0.2 -3.5 1.4
F 0.4 2.1 -0.2
C -1.1 -0.2 -3.1
F -0.2 -0.6 1.0
F -0.3 0.3 -0.3
F 0.5 0.0 -0.4
H -0.4 -0.4 -2.0
H 0.0 0.8 -1.2

SMILES	C=C(F)C(F)(F)F
2S+1	1
charge	0
frontier orbital gap	11.29	eV
HOMO energy	-0.379	hartree
lowest unoccupied orbital energy	0.03641	Eh


Record 4
C6H8N2O2 as an isolated structure. Source: OMol25; level of theory: the ωB97M-V functional and the def2-TZVPD basis.

Each line ends with the Mulliken charge.
Geometry (Å):
O: 1.2096 1.8090 0.4848  -0.68
C: 0.2901 1.0098 0.3914  0.31
N: -1.0182 1.2534 0.2049  -0.26
C: -1.6712 -0.0550 0.4022  -0.25
C: -0.8579 -0.6823 1.5584  -0.56
C: 0.2861 -0.5392 0.5000  0.80
C: -0.8153 -0.9208 -0.5553  -0.51
C: 1.6090 -1.1516 0.4773  -0.32
N: 2.5698 -1.6856 0.0664  -0.54
H: -1.3226 1.9821 -0.4338  0.29
H: -2.7619 -0.0125 0.3770  0.47
H: -0.7826 -0.1021 2.4853  0.31
H: -1.0947 -1.7322 1.7590  0.32
H: -1.0574 -1.9885 -0.5363  0.31
H: -0.6823 -0.5608 -1.5818  0.31
O: 1.8855 1.2546 -2.1543  -0.67
H: 1.7915 1.7646 -1.3293  0.34
H: 2.4223 0.3571 -2.1159  0.32

Atomic forces in eV per Å
O -0.8 -0.9 -0.2
C 1.4 0.5 0.0
N -1.0 0.7 0.6
C -0.3 -0.3 -0.9
C 0.1 0.3 0.3
C 0.4 0.2 0.4
C 0.1 -0.2 -0.3
C 1.7 -1.5 -1.7
N -2.1 1.3 1.5
H -0.1 -0.3 0.4
H 0.3 -0.1 0.0
H 0.1 -0.1 -0.2
H -0.1 0.3 -0.1
H 0.1 0.2 0.1
H 0.1 0.0 0.3
O 0.9 -2.3 -1.0
H 0.8 -1.0 0.0
H -1.6 3.3 0.8

2S+1	1
charge	0
frontier orbital gap	10.81	eV
HOMO energy	-0.380	hartree
lowest unoccupied orbital energy	0.01786	Eh


Number 1: E_tot -4119.7784 a.u.. Number 2: E_tot -2547.5736 a.u.. Number 3: E_tot -514.9365 a.u.. Number 4: E_tot -493.3681 a.u..